Entry 1:
C24H32BrN3O5 | wB97M-V/def2-TZVPD

CARTESIAN COORDINATES (ANGSTROEM)
C  -0.732  -1.661  0.567
H  -1.698  -1.852  0.102
O  -0.938  -0.551  1.417
C  0.119  -0.106  2.162
C  1.394  -0.647  2.139
C  2.392  -0.107  2.938
C  2.124  0.966  3.765
C  0.853  1.519  3.798
C  -0.149  0.997  2.998
N  -1.436  1.543  2.917
C  -1.830  2.796  3.266
O  -1.288  3.495  4.091
C  -3.073  3.271  2.505
O  -3.288  2.652  1.250
C  -2.251  2.433  0.387
C  -2.475  1.445  -0.563
C  -1.468  1.043  -1.419
C  -0.200  1.600  -1.357
C  -0.001  2.629  -0.444
C  -0.999  3.081  0.406
O  -0.836  4.106  1.287
C  0.462  4.584  1.555
H  0.348  5.246  2.411
H  0.864  5.145  0.705
H  1.141  3.769  1.820
H  0.975  3.087  -0.403
C  0.964  1.061  -2.135
N  1.527  -0.056  -1.384
H  1.735  0.266  -0.441
C  2.731  -0.626  -1.964
C  2.437  -1.486  -3.193
H  1.934  -0.895  -3.959
H  3.388  -1.818  -3.612
C  1.546  -2.682  -2.860
N  2.071  -3.493  -1.774
C  3.268  -4.235  -2.134
C  3.790  -4.968  -0.898
O  2.828  -5.848  -0.368
C  1.647  -5.150  -0.053
C  1.080  -4.432  -1.277
H  0.176  -3.887  -1.000
H  0.817  -5.184  -2.043
H  0.942  -5.894  0.323
H  1.854  -4.410  0.736
H  4.659  -5.580  -1.149
H  4.074  -4.226  -0.135
H  4.036  -3.545  -2.485
H  3.060  -4.970  -2.932
H  1.393  -3.282  -3.775
H  0.574  -2.305  -2.539
H  3.460  0.156  -2.241
H  3.182  -1.267  -1.203
H  0.637  0.689  -3.109
H  1.705  1.862  -2.307
Br  -1.862  -0.345  -2.652
H  -3.445  0.974  -0.587
H  -2.999  4.359  2.407
H  -3.970  3.033  3.087
H  -2.037  1.018  2.293
H  0.631  2.362  4.431
H  2.901  1.380  4.389
H  3.381  -0.538  2.909
H  1.619  -1.485  1.498
H  -0.428  -2.543  1.138
H  0.014  -1.436  -0.202

Atoms 1-2, force components in eV/Å:
0.0035 -0.2871 -0.1793
0.0814 -0.0176 -0.0229

Summary:
HOMO-LUMO gap, eV: 8.828
SMILES: COc1ccccc1NC(=O)COc1cc(Br)c(CNCCCN2CCOCC2)cc1OC
E_HOMO, eV: -8.1822

=====

Entry 2:
C5H10O2 | wB97M-V/def2-TZVPD

CARTESIAN COORDINATES (ANGSTROEM)
O  2.278  0.473  0.487
C  1.539  -0.703  0.113
C  0.076  -0.376  0.444
C  -0.392  1.110  0.587
C  -1.727  1.113  -0.155
O  -1.630  0.059  -1.127
C  -0.700  -0.927  -0.747
H  2.865  0.805  -0.193
H  1.524  -1.656  -0.969
H  2.006  -1.506  0.633
H  -0.219  -0.904  1.358
H  -0.545  1.447  1.624
H  0.295  1.816  0.116
H  -1.911  2.077  -0.661
H  -2.586  0.903  0.489
H  -0.268  -1.249  -1.679
H  -0.606  -2.482  -0.321

Atoms 1-2, force components in eV/Å:
0.4096 -0.5691 -1.3972
-0.0245 -1.8106 -0.7239

Summary:
HOMO-LUMO gap, eV: 9.434
E_HOMO, eV: -8.7008